(1)
79
Properties=species:S:1:pos:R:3:forces:R:3:lowdin_charge:R:1 method="wB97M-V/def2-TZVPD" spin_multiplicity=5 e_tot_ha=-3624.6230 charge=+3 homo_energy_ev="-15.229 / -15.223" lumo_energy_ha="-0.40923 / -0.40950" gap_ev="4.09 / 4.08"
Mn 0.335270 -0.534559 -0.046649 -1.731 3.069 -1.799 0.098
P -1.458030 -2.016959 0.278251 -2.594 -2.523 0.623 0.786
P 1.520770 -1.147659 1.754451 2.710 -0.894 3.396 0.783
P 1.547970 -1.824259 -1.559949 2.105 -1.490 -1.996 0.829
H -0.469230 5.935041 -7.322349 -0.052 -0.053 -0.144 0.050
C -0.548330 5.052041 -7.951549 -0.138 -0.189 0.170 -0.096
C -1.726430 4.518741 -8.264849 0.165 -0.050 0.203 -0.075
H -2.660330 4.943041 -7.905249 0.140 0.007 -0.091 0.053
C -3.035230 -1.417159 1.037251 0.344 0.571 -0.084 -0.240
C -1.233430 -3.521959 1.333751 0.523 0.321 -0.146 -0.223
C -2.105430 -2.791259 -1.261149 0.474 0.578 -0.213 -0.216
C 3.164570 -0.325759 1.933151 -0.352 0.336 -0.681 -0.216
C 0.872370 -0.877959 3.468251 -0.740 0.415 -0.479 -0.209
C 2.020370 -2.916459 1.995651 -0.419 -0.210 -0.697 -0.199
C 0.995770 -1.709459 -3.313449 -0.584 0.216 0.223 -0.193
C 1.787770 -3.653159 -1.416949 -0.440 0.114 0.625 -0.208
C 3.302270 -1.304659 -1.745349 -0.296 0.419 0.466 -0.217
H 0.385670 4.627741 -8.311149 -0.112 0.072 -0.081 0.047
H -1.805430 3.635841 -8.894049 0.037 0.154 0.003 0.051
H -3.333930 -0.471959 0.580551 -0.035 -0.104 -0.023 0.038
H -2.891130 -1.243759 2.107651 0.066 -0.075 -0.116 0.022
H -3.840830 -2.148159 0.905451 0.351 -0.045 -0.091 0.077
H -0.946030 -3.218959 2.344351 -0.073 -0.110 -0.050 0.034
H -0.437130 -4.148659 0.925051 -0.119 -0.039 0.095 0.036
H -2.155230 -4.112259 1.388851 0.122 0.266 -0.120 0.078
H -2.507430 -2.008359 -1.910749 0.002 -0.103 0.101 0.054
H -2.889530 -3.525859 -1.047449 0.269 0.134 0.110 0.078
H -1.269630 -3.253959 -1.790149 -0.178 -0.204 -0.046 0.032
H 3.667470 -0.605659 2.865651 -0.327 -0.091 -0.136 0.080
H 3.015170 0.756741 1.901651 0.130 -0.065 0.049 0.049
H 3.800470 -0.598259 1.086351 -0.038 0.072 0.131 0.040
H 1.558570 -1.296759 4.212751 0.083 -0.045 -0.426 0.088
H -0.099130 -1.369859 3.569351 0.046 0.034 0.067 0.040
H 0.743670 0.188241 3.668651 0.139 -0.314 0.025 0.009
H 3.096270 -2.997459 2.187951 -0.215 0.213 -0.091 0.080
H 1.769770 -3.511259 1.116651 0.139 -0.084 0.246 0.001
H 1.481070 -3.330259 2.852351 0.051 0.095 -0.179 0.064
H 1.449170 -2.514159 -3.902949 0.063 0.174 0.300 0.082
H 1.294270 -0.741859 -3.721049 0.062 -0.119 0.000 0.059
H -0.092030 -1.779659 -3.377749 0.168 -0.121 -0.091 0.047
H 1.994870 -4.081859 -2.403549 -0.063 0.256 0.160 0.076
H 0.892370 -4.126159 -1.006049 0.107 -0.135 -0.123 0.034
H 2.633370 -3.873459 -0.759449 -0.127 0.054 -0.114 0.055
H 3.736370 -1.691359 -2.674549 -0.215 -0.061 0.199 0.082
H 3.881570 -1.662959 -0.890649 0.022 0.006 -0.146 0.046
H 3.334870 -0.212259 -1.749249 0.147 -0.102 -0.114 0.046
C -0.353830 0.861741 -2.793449 -0.795 -0.778 1.252 -0.377
C 0.714770 1.785341 -2.696749 0.963 1.002 -0.427 0.007
C 1.018070 2.649741 -3.747849 0.483 -0.517 1.662 0.003
C 0.280770 2.633741 -4.933149 -0.178 -0.055 -0.177 0.035
C -0.779630 1.727841 -5.045449 -0.849 -1.013 0.366 0.008
C -1.094330 0.860641 -4.004849 -0.516 0.418 -1.389 0.043
O -0.715930 0.018641 -1.840249 1.298 1.157 -0.164 -0.212
H 1.556170 0.529641 -0.316849 -0.368 -0.934 0.364 0.031
H 1.297670 1.790241 -1.779849 -0.057 0.203 -0.167 0.081
H 1.846670 3.346441 -3.634949 -0.179 -0.143 -0.013 0.135
H 0.524370 3.308241 -5.748749 -0.096 -0.067 0.059 0.123
H -1.369130 1.695841 -5.959449 0.111 0.037 0.181 0.134
H -1.922830 0.162141 -4.095549 0.113 0.138 -0.029 0.139
C 1.108570 2.766641 5.292851 0.214 -0.068 0.349 -0.073
C 0.005070 3.147341 4.314151 0.225 0.955 0.853 -0.238
N 0.080270 2.338241 3.109751 -3.033 -2.607 -1.084 0.009
C -0.957930 1.480041 2.607351 -0.602 3.027 5.287 -0.708
S -1.006130 1.237741 1.000351 0.519 -1.021 -3.972 0.803
N -2.130630 1.142441 3.363351 3.372 0.826 -1.965 0.025
C -2.163630 0.881541 4.789751 -0.289 0.100 1.231 -0.257
C -2.872930 -0.441359 5.069651 -0.320 -0.238 -0.013 -0.071
H 0.994970 1.710341 5.615751 0.139 0.571 -0.084 0.070
H 1.049570 3.417041 6.189751 0.160 -0.423 -0.534 0.104
H 2.104170 2.893941 4.819451 -0.479 -0.065 0.379 0.089
H -0.975130 3.081941 4.808951 0.301 -0.139 -0.542 0.113
H 0.130670 4.216641 4.025651 -0.124 -0.709 -0.007 0.147
H 0.913970 2.478241 2.519051 -0.978 -0.272 0.212 0.145
H -3.007630 0.980441 2.842651 1.069 -0.017 0.140 0.144
H -1.138230 0.829841 5.207251 -0.529 0.280 -0.396 0.113
H -2.741030 1.679741 5.299051 0.534 -0.260 -0.142 0.138
H -2.361030 -1.284059 4.561851 -0.278 0.351 0.311 0.063
H -2.890430 -0.633259 6.163351 -0.027 0.085 -0.724 0.105
H -3.923530 -0.384659 4.709451 0.584 -0.175 0.268 0.097

(2)
79
Properties=species:S:1:pos:R:3:forces:R:3:lowdin_charge:R:1 method="wB97M-V/def2-TZVPD" spin_multiplicity=3 e_tot_ha=-2990.7564 charge=+3 homo_energy_ev="-16.781 / -16.777" lumo_energy_ha="-0.36509 / -0.36293" gap_ev="6.85 / 6.90"
Pr -0.447350 -0.220145 -0.691883 1.600 1.644 2.651 0.620
P 2.060044 1.092692 0.402927 0.799 0.310 0.659 0.772
P -2.375231 2.012770 -0.518774 -1.371 1.058 0.003 0.752
P 0.580371 1.696025 -2.754626 0.476 0.800 -0.951 0.736
H 0.318463 -4.992630 0.268385 0.347 0.006 -0.328 0.047
C 1.052856 -4.987657 -0.548177 0.245 0.313 0.132 -0.084
C 2.259335 -4.415593 -0.422798 -0.356 -0.086 -0.402 -0.060
H 2.573159 -3.895183 0.488289 -0.101 -0.305 -0.251 0.043
C 2.609735 0.363909 1.998040 -0.117 -0.423 0.180 -0.230
C 1.986470 2.870062 0.865234 -0.296 0.204 -0.213 -0.229
C 3.639032 0.964816 -0.518609 -0.057 -0.248 -0.422 -0.244
C -3.883489 1.653777 -1.509488 0.225 -0.319 -0.240 -0.246
C -3.197736 2.265523 1.100412 0.092 -0.374 0.461 -0.244
C -2.080488 3.773726 -0.937681 0.439 -0.031 -0.212 -0.240
C 1.956260 0.841440 -3.627165 0.055 -0.382 0.139 -0.233
C 1.295600 3.383347 -2.587957 -0.028 0.090 0.410 -0.246
C -0.583715 2.038389 -4.139192 -0.517 -0.246 0.067 -0.234
H 0.752175 -5.518438 -1.457315 0.201 0.099 0.340 0.058
H 3.000962 -4.468376 -1.234551 -0.382 0.025 0.451 0.066
H 2.367170 -0.707947 2.029841 0.120 0.229 0.097 0.044
H 2.143564 0.864158 2.858596 0.055 -0.176 -0.282 0.052
H 3.700588 0.470035 2.074602 -0.365 0.002 0.118 0.064
H 1.490361 2.999368 1.835513 0.206 -0.055 -0.281 0.038
H 1.412528 3.426878 0.114225 0.212 -0.009 0.217 0.020
H 2.999389 3.290757 0.924877 -0.236 -0.141 0.009 0.081
H 3.637374 0.021941 -1.083701 0.205 0.264 0.088 0.050
H 4.474780 0.945268 0.194252 -0.229 0.134 -0.304 0.064
H 3.772117 1.797802 -1.220340 -0.023 -0.237 0.171 0.045
H -4.655040 2.396479 -1.257330 0.249 -0.244 -0.188 0.071
H -4.252767 0.650673 -1.248664 -0.043 0.281 -0.125 0.059
H -3.665394 1.687725 -2.585339 -0.163 -0.007 0.231 0.046
H -4.268620 2.434919 0.932104 0.290 0.018 0.067 0.069
H -2.774730 3.139279 1.613662 -0.107 -0.282 -0.159 0.058
H -3.077868 1.377596 1.733512 -0.154 0.250 -0.048 0.040
H -3.024367 4.326082 -0.822095 0.257 -0.190 -0.039 0.079
H -1.716103 3.887557 -1.966246 -0.164 0.030 0.223 0.033
H -1.335162 4.196756 -0.249666 -0.187 -0.067 -0.182 0.055
H 1.754289 0.869933 -4.704995 0.249 -0.061 0.284 0.060
H 2.021871 -0.208717 -3.306585 0.123 0.186 -0.234 0.040
H 2.913793 1.334936 -3.412034 -0.289 -0.195 -0.104 0.055
H 1.464617 3.791316 -3.595963 -0.015 -0.191 0.300 0.080
H 2.248039 3.367106 -2.042683 -0.272 0.036 -0.157 0.037
H 0.590310 4.036356 -2.055827 0.261 -0.086 -0.183 0.035
H -0.157506 1.642987 -5.071232 -0.271 0.178 0.237 0.059
H -0.748892 3.121044 -4.247321 0.018 -0.393 0.045 0.064
H -1.550079 1.549465 -3.947958 0.165 0.183 -0.295 0.025
C -0.883846 -2.905030 -3.838650 -0.011 -0.291 -1.566 -0.518
C -1.863088 -2.429808 -4.726511 0.107 0.118 0.393 -0.098
C -1.841076 -2.811494 -6.071382 0.257 -0.187 0.209 -0.040
C -0.857065 -3.691821 -6.541593 0.045 0.108 0.403 -0.026
C 0.113091 -4.178188 -5.654831 -0.388 0.188 -0.004 -0.035
C 0.101060 -3.787947 -4.312607 0.091 0.203 0.693 -0.089
S -0.892244 -2.422808 -2.101835 -1.368 0.884 -0.896 0.846
H -1.686834 -1.166764 -2.169949 0.272 -2.650 -1.195 -0.085
H -2.630156 -1.755718 -4.350895 -0.013 -0.123 -0.217 0.104
H -2.603766 -2.430052 -6.750271 0.195 -0.090 0.227 0.126
H -0.846090 -3.998363 -7.590469 -0.015 0.117 0.398 0.130
H 0.875256 -4.873627 -6.007774 -0.197 0.223 0.164 0.129
H 0.851441 -4.163272 -3.613927 -0.109 0.019 -0.318 0.101
C -0.625956 1.749249 3.212697 0.029 0.115 -0.038 -0.031
N -0.744973 0.368304 3.675901 -0.035 -0.484 -0.957 -0.100
C -1.416323 0.190976 4.962019 -0.006 -0.081 0.669 -0.014
C -0.555630 -0.662985 2.809656 0.189 0.044 0.863 -0.426
O -0.653262 -0.480976 1.534511 0.030 0.122 -0.606 -0.274
N -0.223839 -1.885134 3.255004 0.063 0.644 -0.530 -0.091
C 0.450872 -2.085802 4.538403 0.052 0.009 0.550 -0.002
C -0.099132 -2.973691 2.286578 -0.221 -0.226 -0.212 -0.017
H -1.605541 2.242155 3.190566 0.307 -0.141 0.118 0.079
H -0.200479 1.763454 2.204445 -0.145 0.010 0.262 0.049
H 0.036090 2.317653 3.885458 -0.221 -0.252 -0.152 0.121
H -1.988378 -0.742643 4.978608 0.151 0.223 -0.043 0.109
H -0.708939 0.202722 5.802027 -0.182 -0.012 -0.210 0.108
H -2.117034 1.023543 5.106274 0.167 -0.232 -0.112 0.109
H -0.267829 -2.105652 5.364578 0.295 -0.104 -0.137 0.097
H 0.956920 -3.051841 4.481239 -0.065 0.253 0.195 0.103
H 1.203050 -1.305226 4.729870 -0.302 -0.178 -0.130 0.111
H -1.022243 -3.075969 1.697254 0.250 -0.065 0.265 0.106
H 0.742893 -2.828770 1.585793 -0.173 0.039 0.315 0.075
H 0.080033 -3.891680 2.858935 -0.193 0.205 -0.385 0.113

(3)
84
Properties=species:S:1:pos:R:3:forces:R:3:lowdin_charge:R:1 method="wB97M-V/def2-TZVPD" e_tot_ha=-3920.4212 charge=+2 homo_energy_ev="-14.243 / -14.243" lumo_energy_ha="-0.32319 / -0.32325" gap_ev="5.45 / 5.45"
Tc -0.679396 0.697429 -1.773191 -0.727 -0.933 0.750 0.824
S -4.351544 -0.061591 1.068428 0.087 -0.118 0.109 0.833
Sb -4.015978 0.001274 -2.845659 -0.047 0.864 -1.337 0.579
S -1.358360 -0.719493 -3.266358 0.687 0.724 1.022 0.119
S -2.533804 1.730239 -1.366126 1.505 -0.476 0.030 0.111
S -4.338726 1.202376 -4.678329 -0.024 -0.786 1.135 0.010
C 1.803855 3.918203 -4.469588 -0.071 -0.225 -0.042 -0.162
Si 0.662986 2.438148 -4.272925 -0.332 0.203 -0.031 0.456
C 1.079452 1.025578 -5.435163 0.045 0.209 0.169 -0.177
C -1.119281 3.015179 -4.472625 0.290 -0.116 -0.070 -0.217
C 0.856194 1.879133 -2.383063 -0.418 -0.512 -0.027 -0.485
Si 2.618803 1.187936 -1.892854 -0.021 -0.148 0.298 0.466
C 2.638728 -0.617208 -2.436412 0.050 0.292 0.094 -0.176
C 3.972755 2.203944 -2.693462 -0.215 -0.136 -0.058 -0.164
C 2.765618 1.437483 -0.023598 -0.074 -0.100 -0.363 -0.177
H 1.458220 4.503777 -5.324624 -0.055 -0.020 0.002 0.050
H 2.832491 3.622952 -4.673272 -0.061 0.031 0.018 0.025
H 1.794788 4.574389 -3.598315 -0.018 0.010 0.004 0.047
H 0.612335 1.210111 -6.405218 -0.011 0.034 0.012 0.049
H 0.718551 0.058777 -5.083136 -0.006 -0.011 -0.008 -0.014
H 2.154192 0.945577 -5.608285 0.007 0.001 0.047 0.040
H -1.220947 3.601379 -5.389245 0.062 -0.027 -0.018 0.050
H -1.436663 3.653706 -3.645773 0.018 0.011 0.012 0.027
H -1.818181 2.180741 -4.555578 0.010 0.015 0.039 -0.067
H 0.740180 2.810316 -1.798188 -0.167 -0.027 0.025 0.035
H 2.688790 -0.698448 -3.523813 -0.005 0.044 -0.007 0.035
H 1.743721 -1.145670 -2.099581 0.084 -0.003 -0.025 -0.020
H 3.509458 -1.137484 -2.031673 0.007 -0.001 0.001 0.046
H 4.119484 1.936164 -3.740773 0.028 0.020 0.005 0.040
H 4.909666 2.012869 -2.165498 -0.010 -0.087 0.014 0.051
H 3.784219 3.276451 -2.637056 -0.003 -0.046 0.061 0.037
H 1.947172 0.978203 0.528210 -0.007 -0.050 0.035 -0.026
H 2.774747 2.504898 0.211136 0.021 0.009 -0.040 0.048
H 3.701963 1.015590 0.348734 0.006 -0.015 -0.029 0.050
N -0.169996 -0.205696 -0.335619 -0.266 1.446 -2.393 -0.292
P -0.362268 -0.664502 1.221337 -0.556 -0.322 1.782 0.658
N -1.889727 -1.278719 1.447431 0.663 0.277 -0.445 -0.227
C -2.253479 -2.308327 0.459900 -0.010 -0.161 -0.012 -0.218
C -3.394152 -3.228963 0.903761 -0.097 0.129 -0.112 -0.167
C -4.780064 -2.781156 0.426104 -0.012 0.011 0.204 -0.246
C -5.366637 -1.574856 1.150202 0.214 0.073 -0.152 -0.454
C -2.964979 -0.595508 2.131714 -0.362 0.194 -0.137 -0.449
N -0.172411 0.617505 2.231410 0.077 -0.328 -0.750 -0.193
C -0.707052 1.930954 1.823694 -0.081 0.200 -0.016 -0.219
C -0.596108 2.927642 2.984543 -0.073 -0.143 0.099 -0.157
C -0.751552 2.199282 4.318979 0.136 0.075 -0.070 -0.172
C 0.414493 1.215308 4.524186 -0.083 0.001 -0.120 -0.145
C 0.955524 0.736501 3.171461 0.028 0.015 0.352 -0.176
N 0.710453 -1.840710 1.530345 -0.246 0.178 -0.484 -0.192
C 1.621531 -2.370103 0.480556 0.150 -0.032 0.023 -0.191
C 2.211769 -3.698448 0.928869 0.022 0.088 0.153 -0.171
C 2.867361 -3.544377 2.299887 -0.107 -0.053 -0.050 -0.165
C 1.855145 -3.053025 3.359183 0.042 0.006 -0.096 -0.152
C 0.514135 -2.668299 2.738482 0.096 -0.063 0.170 -0.190
H -1.352749 -2.898198 0.266500 -0.032 -0.006 0.039 0.113
H -2.526700 -1.832484 -0.492907 0.000 0.010 0.037 0.062
H -3.381850 -3.343349 1.989957 0.038 -0.093 0.003 0.124
H -3.203725 -4.215705 0.481599 0.033 -0.013 0.036 0.122
H -5.476601 -3.611739 0.561637 -0.011 0.005 -0.045 0.124
H -4.736424 -2.579850 -0.648743 -0.009 -0.017 -0.013 0.087
H -5.532699 -1.788689 2.206366 -0.069 -0.005 0.006 0.087
H -6.322727 -1.292504 0.710096 -0.040 -0.015 0.067 0.081
H -3.408193 -1.248766 2.884147 0.061 -0.014 0.027 0.095
H -2.575320 0.280754 2.639905 0.000 -0.060 0.061 0.052
H -1.752038 1.814840 1.522779 0.004 0.007 0.009 0.073
H -0.159830 2.307816 0.946713 -0.005 -0.044 0.044 0.092
H -1.361522 3.693725 2.865671 0.034 0.026 -0.031 0.123
H 0.372113 3.430125 2.958656 -0.008 0.041 -0.038 0.121
H -1.704689 1.665100 4.327886 -0.015 0.010 0.049 0.106
H -0.782403 2.922454 5.131869 -0.062 -0.040 0.032 0.121
H 0.082625 0.363880 5.120083 0.033 -0.007 0.013 0.113
H 1.229671 1.694833 5.067615 0.000 -0.015 0.013 0.123
H 1.462692 -0.219677 3.261324 0.017 0.013 -0.032 0.094
H 1.677879 1.454279 2.773915 -0.024 -0.044 -0.052 0.117
H 2.435519 -1.657782 0.323342 -0.030 0.029 -0.018 0.106
H 1.086458 -2.482922 -0.465492 -0.024 -0.014 0.062 0.095
H 2.948078 -4.012133 0.189292 -0.029 -0.013 -0.033 0.126
H 1.440654 -4.471237 0.961330 -0.004 -0.011 -0.065 0.120
H 3.690365 -2.832183 2.213287 0.021 -0.016 0.011 0.116
H 3.300916 -4.495949 2.602435 0.048 0.034 0.026 0.117
H 2.269646 -2.202442 3.902112 -0.027 -0.008 0.030 0.104
H 1.662141 -3.832577 4.096165 -0.009 0.029 0.033 0.122
H -0.083121 -2.100383 3.453363 -0.016 -0.032 0.002 0.115
H -0.055638 -3.566664 2.485543 -0.047 0.048 -0.044 0.123